A molecular structure, C51H39CoN5O6 in a non-equilibrium geometry, computed with wB97M-V/def2-TZVPD.

Atoms and positions in Å:
Co (0.031, 0.126, -0.502)
O (0.476, 0.014, 1.926)
C (-0.639, -0.212, 2.840)
C (-1.935, 0.137, 2.067)
C (-2.261, -0.753, 0.896)
C (-3.028, -1.887, 1.058)
C (-3.444, -2.608, -0.057)
C (-3.158, -2.085, -1.313)
C (-2.422, -0.920, -1.417)
C (-2.216, -0.215, -2.721)
C (-0.796, -0.511, -3.303)
O (0.167, -0.062, -2.455)
C (-0.506, 0.248, -4.604)
C (0.607, -0.159, -5.342)
C (1.086, 0.594, -6.396)
C (0.455, 1.776, -6.752)
C (-0.673, 2.171, -6.053)
C (-1.152, 1.417, -4.993)
C (-0.734, -2.010, -3.610)
C (0.262, -2.808, -3.070)
C (0.294, -4.165, -3.328)
C (-0.666, -4.741, -4.140)
C (-1.636, -3.942, -4.723)
C (-1.669, -2.586, -4.463)
N (-1.907, -0.297, -0.330)
C (-0.484, 0.640, 4.086)
C (0.348, 0.180, 5.109)
C (0.558, 0.930, 6.248)
C (-0.075, 2.155, 6.408)
C (-0.902, 2.620, 5.396)
C (-1.096, 1.881, 4.244)
C (-0.651, -1.681, 3.241)
C (0.349, -2.561, 2.858)
C (0.275, -3.907, 3.172)
C (-0.792, -4.387, 3.906)
C (-1.757, -3.503, 4.360)
C (-1.694, -2.163, 4.027)
H (-1.812, 1.144, 1.665)
H (-2.768, 0.113, 2.774)
H (-3.318, -2.205, 2.049)
H (-4.019, -3.517, 0.059)
H (-3.532, -2.567, -2.205)
H (-2.239, 0.858, -2.521)
H (-2.997, -0.495, -3.429)
H (1.120, -1.064, -5.051)
H (1.969, 0.264, -6.928)
H (0.846, 2.386, -7.559)
H (-1.181, 3.090, -6.319)
H (-2.022, 1.768, -4.457)
H (1.016, -2.351, -2.451)
H (1.073, -4.771, -2.889)
H (-0.651, -5.806, -4.338)
H (-2.374, -4.386, -5.379)
H (-2.408, -1.958, -4.944)
H (0.822, -0.785, 5.002)
H (1.219, 0.553, 7.015)
H (0.082, 2.742, 7.304)
H (-1.397, 3.576, 5.504)
H (-1.735, 2.283, 3.473)
H (1.186, -2.209, 2.284)
H (1.050, -4.572, 2.822)
H (-0.868, -5.441, 4.141)
H (-2.580, -3.865, 4.961)
H (-2.447, -1.477, 4.392)
C (-2.775, 4.657, -2.034)
C (-1.413, 4.902, -1.915)
C (-0.600, 4.038, -1.215)
C (-1.115, 2.864, -0.635)
C (-2.488, 2.605, -0.813)
C (-3.297, 3.494, -1.485)
N (-0.352, 2.036, 0.165)
N (0.519, 2.754, 0.909)
C (1.251, 2.322, 1.866)
C (2.044, 3.255, 2.614)
C (3.015, 2.858, 3.464)
C (3.291, 1.466, 3.633)
C (2.475, 0.573, 3.038)
N (1.408, 0.972, 2.295)
H (-3.421, 5.357, -2.550)
H (-1.001, 5.799, -2.361)
H (0.452, 4.251, -1.102)
H (-2.908, 1.706, -0.388)
H (-4.361, 3.293, -1.550)
H (1.847, 4.298, 2.418)
H (3.610, 3.578, 4.005)
H (4.142, 1.140, 4.207)
H (2.615, -0.494, 3.124)
O (6.949, 0.912, 0.024)
C (6.366, -0.181, 0.050)
O (6.825, -1.312, 0.239)
C (4.819, -0.099, -0.180)
C (4.239, 1.122, -0.503)
C (2.869, 1.213, -0.648)
N (2.058, 0.176, -0.471)
C (2.600, -1.017, -0.191)
C (3.969, -1.190, -0.046)
C (1.620, -2.181, -0.006)
O (2.072, -3.310, 0.188)
O (0.394, -1.868, -0.042)
H (4.872, 1.991, -0.617)
H (2.402, 2.154, -0.909)
H (4.355, -2.174, 0.180)

## Properties
⟨S²⟩	3.7625
frontier orbital gap (alpha / beta)	5.39 / 5.48	eV
total charge	-2
energy	-110884.307	eV
2S+1	4
molecular weight	876.84	Da
highest occupied orbital energy (alpha / beta)	-1.422 / -1.504	eV